ORCA calculation (the ωB97M-V functional and the def2-TZVPD basis) on one molecule with the formula C3H6S in a non-equilibrium geometry.

Computed properties:
LUMO, eV: 1.058
Total energy, Ha: -516.02320
Energy above the lowest of the compared OMol25 structures with the same formula, charge and spin, kJ/mol: 111.9
Orbital gap, eV: 10.1
Maximum force, eV/Å: 3.0

Element x y z (Å)
S -0.373 -0.466 1.982
C -0.149 -0.700 0.251
C -0.905 0.276 -0.607
C 0.658 0.345 -0.458
H 0.947 0.004 2.075
H 0.107 -1.691 -0.146
H -1.519 1.126 -0.050
H -1.191 -0.158 -1.605
H 1.244 0.011 -1.426
H 1.180 1.254 -0.016